ORCA calculation (ωB97M-V/def2-TZVPD) on a single C4H6BrNOS molecule.

Computed properties:
Kohn-Sham gap in Ha: 0.3261
Highest occupied orbital energy in eV: -8.40

Geometry (Å):
C -0.842 0.160 -0.176
C 1.052 0.128 1.628
C 1.794 -0.674 -0.331
C -2.027 0.128 -1.129
N -0.747 1.086 0.653
O 0.327 1.180 1.386
S 0.169 -1.278 -0.666
Br 2.415 0.659 -1.457
H 0.469 -0.852 1.871
H 1.835 0.433 2.280
H 2.359 -1.521 -0.003
H -2.831 0.622 -0.666
H -2.227 -0.797 -1.479
H -1.746 0.726 -1.913

=====

ORCA calculation (ωB97M-V/def2-TZVPD) on a molecular structure, C4H6CdLiO2.

Computed properties:
Charge: +1
Kohn-Sham gap (spin up / spin down) in Ha: 0.2814 / 0.2062
Highest occupied orbital energy (spin up / spin down) in eV: -12.18 / -12.07

Geometry (Å):
O 0.023 -2.273 0.734
C -1.043 -1.558 0.936
C -0.815 -0.175 1.340
Cd 2.621 1.353 -0.352
Li 0.332 1.567 -2.703
H 0.141 -0.032 1.876
H -1.640 0.283 1.897
C 0.168 -0.032 -1.184
C -0.675 0.661 -0.166
O 1.539 -0.277 -0.637
H -0.236 -1.030 -1.401
H -1.712 0.847 -0.497
H -0.232 1.627 0.115
H 1.529 -0.961 0.043

=====

ORCA calculation (ωB97M-V/def2-TZVPD) on a molecular structure, C4H6CeO2.

Computed properties:
Spin multiplicity: 2
Charge: +1
Kohn-Sham gap (spin up / spin down) in Ha: 0.2240 / 0.2258
Highest occupied orbital energy (spin up / spin down) in eV: -11.16 / -11.18

Geometry (Å):
O -0.258 -2.017 2.256
C -0.057 -1.523 0.969
C 0.109 -0.176 0.708
C 0.654 0.386 -0.494
C -0.016 1.454 -1.354
O -1.387 1.614 -1.085
Ce -2.255 0.163 0.001
H 0.559 -1.966 2.760
H 0.273 -2.270 0.228
H 1.035 -0.402 -1.169
H 0.725 1.109 0.747
H 0.134 1.207 -2.424
H 0.485 2.420 -1.141

=====

ORCA calculation (ωB97M-V/def2-TZVPD) on a single C4H6Cl2N2P2 molecule.

Computed properties:
Spin multiplicity: 3
Kohn-Sham gap (spin up / spin down) in Ha: 0.2572 / 0.2369
Highest occupied orbital energy (spin up / spin down) in eV: -6.38 / -9.13

Geometry (Å):
C 1.058 0.499 -0.315
C 2.230 -0.149 0.002
C 0.897 1.971 -0.684
C -1.082 -2.165 0.352
N -0.094 -0.168 -0.172
N 0.092 -1.397 0.218
P 1.678 -1.935 0.464
P 3.810 0.539 -0.522
Cl 4.829 -1.207 -0.747
Cl 4.749 1.130 1.119
H 1.724 2.615 -0.194
H -0.239 2.258 -0.558
H 1.104 2.087 -1.709
H -0.868 -3.131 -0.087
H -1.470 -2.455 1.375
H -1.908 -1.607 -0.183

=====

ORCA calculation (ωB97M-V/def2-TZVPD) on a single C4H6Cl2OS molecule.

Computed properties:
SMILES string: COCC(=S)C(Cl)Cl
Kohn-Sham gap in Ha: 0.3088
Highest occupied orbital energy in eV: -9.28

Geometry (Å):
C -1.252 -1.158 0.403
C -0.737 0.976 0.170
C 0.376 0.638 -0.793
C 1.725 0.117 -0.147
H -0.963 -2.163 1.089
H -0.613 -1.134 -0.713
H -2.349 -1.152 0.365
H -0.286 1.905 0.714
H -1.722 1.240 -0.167
H 2.513 0.112 -1.025
O -0.895 0.033 1.274
S 0.237 0.891 -2.359
Cl 1.868 -1.602 0.144
Cl 2.097 1.298 1.043

=====

ORCA calculation (ωB97M-V/def2-TZVPD) on 2 unconnected molecules or ions with the total composition C4H6Cl4.

Computed properties:
SMILES string: ClC(Cl)Cl.C=C(C)Cl
Kohn-Sham gap in Ha: 0.3517
Highest occupied orbital energy in eV: -9.01

Geometry (Å):
C 0.243 0.383 -3.216
C -0.846 -0.064 0.910
C -0.065 -0.592 2.007
C 0.957 -0.049 2.719
H -0.436 -0.392 -3.324
H -0.869 1.105 0.806
H -1.976 -0.415 1.040
H -0.480 -0.713 0.027
H 1.732 0.681 2.149
H 1.144 -0.414 3.721
Cl -0.138 1.193 -1.613
Cl -0.335 1.548 -4.460
Cl 1.806 -0.247 -3.351
Cl -0.738 -2.022 2.585

=====

Computed max |F|, in the same sequence as the records: 4.500, 7.982, 2.660, 2.569, 4.799, 3.559 eV/Å.
Computed E_tot, in the same sequence as the records: -88655.57793, -13097.43781, -21256.50273, -50845.35908, -42169.33028, -54332.67613 eV.